# 1
DFT (the ωB97M-V functional and the def2-TZVPD basis) results for a structure of composition C39H55O4SeW in a non-equilibrium geometry.

```
100
Properties=species:S:1:pos:R:3:forces:R:3
W 0.470377 -0.233594 -1.409548 -1.69 0.54 4.43
C 3.981577 4.535006 3.931752 -0.12 0.02 -0.22
C 3.466877 4.863006 2.522352 0.08 0.18 0.04
C 4.591977 5.507706 1.695652 -0.17 -0.06 0.15
C 2.317977 5.867506 2.656152 0.18 -0.18 -0.03
C 3.029577 3.599006 1.802952 0.05 -0.18 -0.06
C 1.873177 3.549806 1.039352 -0.22 -0.22 -0.25
C 1.538677 2.372206 0.390852 0.17 -1.02 -0.16
Se 0.231277 2.229606 -0.998348 0.09 -0.49 -0.08
C -1.315923 -0.383794 -0.162548 1.20 -1.94 -1.15
C -2.382623 0.230106 0.476452 -0.27 0.36 -0.01
C -3.420723 -0.532294 1.014552 0.54 0.57 -0.35
C -3.354023 -1.921694 0.877952 0.27 -0.13 -0.02
C -2.302323 -2.609794 0.293552 0.44 -0.42 -0.01
C -1.250923 -1.814294 -0.205448 -0.95 1.24 0.52
O -0.117223 -2.220294 -0.796748 0.91 2.08 -0.81
C -2.229723 -4.131794 0.265852 -0.09 -0.12 0.02
C -1.029523 -4.586794 1.108752 -0.05 0.12 -0.12
C -2.043423 -4.596294 -1.183748 0.01 0.02 0.18
C -3.493823 -4.783794 0.832452 0.27 0.08 -0.15
C -4.604223 0.096506 1.727152 -0.14 0.00 0.23
C -5.879323 -0.147894 0.908752 0.16 0.05 0.15
C -4.738023 -0.547094 3.118452 -0.03 0.12 -0.18
C -4.423823 1.602506 1.925152 -0.05 -0.24 -0.07
C 2.283977 1.186306 0.541052 -0.34 1.89 0.68
O 1.746677 0.079006 0.007852 -0.79 -0.46 -1.76
C 3.545977 1.280406 1.164552 -0.17 -0.54 -0.24
C 3.868277 2.473806 1.785852 -0.30 0.14 0.00
C 4.553577 0.163006 0.947452 0.13 -0.11 -0.05
C 4.057577 -1.155094 1.547752 -0.08 0.14 -0.08
C 5.932777 0.469506 1.532052 -0.27 0.00 -0.06
C 4.724977 0.054806 -0.577848 -0.21 -0.10 0.04
H 4.226477 5.458606 4.451052 0.05 0.07 0.06
H 4.877277 3.922106 3.905352 0.11 -0.09 0.03
H 3.218777 4.010506 4.502652 -0.06 -0.06 0.11
H 4.911777 6.430606 2.172352 0.09 0.14 0.03
H 4.239077 5.737306 0.692552 0.00 0.06 -0.11
H 5.450377 4.846206 1.611852 0.12 -0.07 0.00
H 2.640277 6.703306 3.272552 0.01 0.09 0.03
H 1.452677 5.408406 3.129352 -0.13 0.00 0.07
H 2.024277 6.264106 1.687752 -0.09 0.08 -0.10
H 1.223077 4.399406 0.906052 0.05 0.19 0.06
H -2.423123 1.309406 0.516252 0.03 0.04 0.08
H -4.169323 -2.497194 1.279652 -0.13 -0.14 0.07
H -0.104223 -4.180894 0.704852 0.10 -0.01 0.05
H -0.963223 -5.672994 1.103752 0.02 -0.10 0.00
H -1.139123 -4.255894 2.140252 0.02 0.03 0.08
H -1.158723 -4.132694 -1.611948 0.06 -0.01 -0.15
H -2.918923 -4.334094 -1.773848 -0.11 0.01 -0.14
H -1.919923 -5.675394 -1.228148 0.00 -0.14 0.02
H -3.619223 -4.555094 1.888052 -0.09 0.04 0.11
H -3.405923 -5.862794 0.738152 0.01 -0.13 0.00
H -4.379823 -4.475694 0.282352 -0.17 0.03 -0.02
H -6.064423 -1.209794 0.766852 -0.04 -0.15 -0.05
H -5.789923 0.325006 -0.066248 -0.05 0.05 -0.16
H -6.743323 0.276806 1.414352 -0.09 0.05 0.07
H -4.995423 -1.600994 3.062752 -0.02 -0.13 0.00
H -5.522423 -0.043394 3.676052 -0.12 0.04 0.11
H -3.806423 -0.449294 3.671052 0.09 0.00 0.10
H -4.405623 2.130806 0.975052 0.06 0.12 -0.12
H -3.509123 1.811606 2.472452 0.14 0.11 0.06
H -5.255423 1.995806 2.502352 -0.12 0.04 0.06
H 4.829477 2.547606 2.267552 0.08 -0.01 0.04
H 4.009477 -1.072494 2.630452 -0.03 -0.05 0.15
H 4.752077 -1.952794 1.296952 0.07 -0.16 -0.02
H 3.065877 -1.416694 1.182252 0.02 -0.07 0.04
H 5.903077 0.560406 2.614652 0.03 0.03 0.16
H 6.343477 1.380406 1.103652 0.11 0.11 0.00
H 6.600377 -0.350794 1.278652 0.10 -0.05 0.02
H 3.768177 -0.123394 -1.072448 0.29 0.05 0.09
H 5.404677 -0.753094 -0.836148 0.10 -0.12 -0.03
H 5.132377 0.984406 -0.972248 0.04 0.05 -0.07
C -1.402523 2.571006 -3.810348 0.16 -0.07 0.26
C -1.584823 1.139906 -3.395148 0.39 -0.07 -0.06
C -2.827023 0.704006 -2.996148 -0.20 -0.33 0.05
C -3.123723 -0.659394 -2.823248 -0.08 0.84 -0.02
C -4.502623 -1.108094 -2.463048 0.12 0.15 -0.12
C -2.134423 -1.587894 -3.110748 1.18 -0.17 -0.06
C -0.842023 -1.222994 -3.508448 -0.66 0.44 -0.97
C -0.012523 -2.229194 -4.273348 0.13 0.02 0.43
C -0.490923 0.197106 -3.534348 -0.98 -0.56 -0.35
H -0.360423 2.884206 -3.792148 0.02 -0.06 -0.09
H -1.970723 3.246906 -3.175248 -0.07 0.01 0.04
H -1.781423 2.680506 -4.826448 0.02 -0.01 -0.11
H -3.623123 1.426906 -2.893948 -0.09 0.08 0.07
H -4.514323 -1.496494 -1.444748 0.04 0.00 0.06
H -4.829723 -1.905694 -3.128148 0.00 -0.09 -0.02
H -5.208223 -0.284994 -2.531748 -0.07 0.02 0.04
H -2.390123 -2.636194 -3.115448 0.00 -0.13 0.03
H 1.059377 -2.075694 -4.162948 -0.13 0.00 -0.12
H -0.241323 -2.130194 -5.336348 -0.06 0.08 0.01
H -0.261823 -3.247194 -3.977348 0.02 0.00 0.05
H 0.298677 0.490006 -4.249148 -0.03 -0.13 0.77
C 2.728177 -3.005294 -1.718248 0.10 0.11 -0.25
C 2.873477 -1.777794 -2.588748 1.35 -1.63 -0.20
O 3.746577 -1.598694 -3.390348 -0.62 0.22 0.22
O 1.903577 -0.880394 -2.378748 0.31 -0.02 -1.01
H 3.424277 -3.768894 -2.053948 0.00 0.04 -0.01
H 1.700477 -3.368294 -1.755648 0.09 -0.02 0.05
H 2.958077 -2.739794 -0.685148 -0.06 0.04 0.03
```
Positions in Å, forces in eV/Å.

Values from the calculation:
E_tot   -116692.7547 eV
Net charge   +1
LUMO (alpha / beta)   -5.44 / -5.45 eV
Max |F|   4.8 eV Å⁻¹
HOMO-LUMO gap (alpha / beta)   5.35 / 5.35 eV
2S+1   1

=====

# 2
DFT (the ωB97M-V functional and the def2-TZVPD basis) results for a structure of composition C32H40N4O9P2SSc.

```
89
Properties=species:S:1:pos:R:3:forces:R:3
Sc 1.124126 -0.071730 -1.130718 -0.03 0.02 -0.04
C 1.946384 1.914058 -2.449325 -0.01 0.00 0.00
C 1.826349 2.421555 -1.130648 -0.02 0.00 -0.04
C 0.458897 2.400239 -0.781838 0.01 -0.01 -0.01
C -0.276731 1.915700 -1.893655 0.00 0.01 0.03
C 0.643877 1.641922 -2.932131 0.01 0.02 0.03
C 0.320141 1.345519 -4.362031 0.00 -0.01 0.01
C -1.772866 1.866254 -1.989565 0.01 0.00 0.00
C -0.114578 2.994756 0.467631 0.03 0.01 0.00
C 2.895757 3.118668 -0.345634 0.00 0.00 0.01
C 3.208944 1.769557 -3.244546 0.00 0.00 -0.01
H 0.357281 2.270417 -4.948645 0.00 0.00 0.00
H -0.677905 0.922755 -4.463372 -0.01 0.00 0.00
H 1.037567 0.653108 -4.801803 0.00 0.00 0.00
H -2.167243 2.795997 -2.415194 0.00 0.00 0.00
H -2.226373 1.750018 -1.001510 0.00 -0.01 0.00
H -2.104039 1.035360 -2.611674 0.00 0.00 0.00
H -0.292360 4.068572 0.333983 0.00 0.00 0.00
H 0.563741 2.882920 1.316808 -0.01 0.00 0.00
H -1.064710 2.538675 0.746376 -0.01 -0.01 0.00
H 2.819691 4.200493 -0.504591 0.00 0.00 0.00
H 3.892669 2.803023 -0.647076 0.00 0.00 0.00
H 2.813754 2.927083 0.724523 0.00 0.00 0.00
H 3.342606 2.603591 -3.941824 0.00 0.00 0.00
H 3.196985 0.845995 -3.826051 0.00 0.00 0.00
H 4.082132 1.728297 -2.593287 0.00 0.00 0.00
N 0.548921 -4.512062 -2.159510 -0.09 0.02 0.01
C -0.151967 -3.418448 -2.922819 -0.03 0.00 -0.03
C -0.864041 -4.118000 -4.086249 0.00 0.02 -0.01
P 1.262095 -2.423408 -3.638836 0.03 -0.09 0.01
O 0.621402 -1.817830 -4.971437 -0.02 0.03 -0.01
O 2.275122 -3.463787 -3.961384 -0.01 0.01 0.00
O 1.662510 -1.272299 -2.738505 0.02 0.05 0.01
P -1.532810 -2.584625 -1.910584 0.02 0.01 -0.07
O -1.149353 -3.149501 -0.399363 -0.01 0.01 0.04
O -1.311667 -1.045890 -3.209922 -0.01 -0.02 0.01
O -0.918739 -1.043627 -1.780223 -0.06 -0.04 0.03
H 1.339540 -4.792654 -2.759869 0.02 0.02 0.02
H -0.078666 -5.294082 -1.987108 0.01 0.01 0.00
H 0.969006 -4.234967 -1.217162 0.06 -0.05 -0.01
H -0.147115 -4.590210 -4.761138 0.00 0.00 0.00
H -1.444747 -3.393993 -4.652550 0.00 -0.01 0.00
H -1.557940 -4.875259 -3.704268 0.00 0.00 0.00
H -0.084221 -1.221424 -4.639546 0.02 -0.01 -0.01
H -0.254729 -2.849461 -0.115783 0.00 -0.02 -0.01
O 1.887150 -4.121148 0.078421 0.01 0.01 0.03
C 2.090215 -2.908092 0.296450 0.00 0.07 -0.01
O 1.271679 -2.013404 -0.098545 0.04 -0.05 -0.02
C 3.283960 -2.516381 1.104967 -0.03 -0.03 -0.01
C 3.819214 -3.510806 1.929463 -0.01 -0.01 0.00
C 4.899531 -3.267303 2.751554 0.00 -0.01 0.00
C 5.475371 -1.999208 2.738325 0.00 0.00 -0.01
C 4.967432 -1.015531 1.916647 0.01 -0.01 0.01
C 3.860282 -1.238454 1.076909 -0.03 0.02 0.00
S 3.380118 0.124673 0.081582 0.02 0.00 0.02
H 3.353160 -4.486452 1.899700 0.00 0.00 0.00
H 5.292997 -4.049002 3.388843 0.00 0.00 0.00
H 6.329275 -1.779986 3.369143 0.00 0.00 0.00
H 5.422883 -0.033380 1.896248 0.00 0.00 0.00
C -2.557779 5.210356 2.493028 -0.01 0.00 0.00
C -3.082352 3.840161 2.822725 0.00 0.00 -0.01
C -3.050916 3.349352 4.122024 0.01 0.00 0.00
C -3.482543 2.064045 4.414439 -0.01 -0.01 -0.01
C -3.982483 1.248677 3.409312 0.00 -0.01 0.01
N -4.443426 -0.052237 3.750931 0.00 0.00 -0.01
C -4.458508 -1.163635 2.925230 0.03 0.00 0.02
O -5.341391 -1.997710 3.008295 -0.02 -0.01 0.00
N -3.426175 -1.281414 2.028167 0.03 0.02 0.01
C -2.118416 -0.750216 2.138605 -0.01 -0.03 0.01
C -1.426955 -0.647687 3.333805 -0.01 0.00 0.00
C -0.116705 -0.197967 3.296357 0.00 0.00 0.00
C 0.472083 0.079561 2.076003 -0.02 0.01 0.00
N -0.194772 -0.025292 0.921981 0.05 0.01 0.02
C -1.470387 -0.393701 0.965109 -0.01 -0.01 -0.04
C -4.042387 1.733988 2.107481 0.00 0.01 -0.01
C -3.585260 3.009698 1.823729 0.01 0.00 0.01
H -2.503528 5.836837 3.383347 0.00 0.00 0.00
H -3.191660 5.710497 1.759885 0.00 0.00 0.00
H -1.555120 5.144163 2.066765 0.01 0.00 0.00
H -2.664517 3.974395 4.918889 0.00 0.00 0.00
H -3.425289 1.681552 5.426496 0.00 0.00 0.00
H -5.199910 -0.093939 4.415949 0.00 0.00 0.00
H -3.528546 -2.067889 1.402343 0.00 0.00 -0.01
H -1.901192 -0.925182 4.266183 0.00 0.00 0.01
H 0.464512 -0.103483 4.203201 0.00 0.00 0.00
H 1.512461 0.372413 1.995089 0.01 0.00 0.00
H -1.992111 -0.457622 0.019568 -0.01 0.03 0.03
H -4.435522 1.107742 1.316613 0.00 0.01 0.00
H -3.621167 3.367741 0.800799 0.00 0.00 0.00
```
Positions in Å, forces in eV/Å.

Values from the calculation:
E_tot   -108346.1715 eV
Net charge   -1
LUMO   2.28 eV
Max |F|   0.1 eV Å⁻¹
HOMO-LUMO gap   7.08 eV
2S+1   1

=====

# 3
DFT (the ωB97M-V functional and the def2-TZVPD basis) results for a structure of composition C11H14NO2 in a non-equilibrium geometry.

```
28
Properties=species:S:1:pos:R:3:forces:R:3
C 2.398895 -1.701183 0.122098 0.98 -1.25 -0.49
C 1.875071 0.647876 -0.342390 -0.68 0.36 -1.76
C 3.781065 -1.371490 0.115386 -2.15 1.71 0.50
C 3.215003 0.974920 -0.394940 -0.97 -2.40 1.47
C 1.437653 -0.688038 -0.169137 3.14 -0.88 0.24
C 4.138071 -0.022532 -0.041199 1.46 -0.02 -0.31
C -1.071218 4.011270 0.137884 1.30 1.75 0.42
C -2.964607 -1.565281 -0.637786 0.53 2.67 3.71
C -2.640065 -1.654127 0.910284 -1.27 1.50 -2.19
C -2.146857 -0.396818 0.155317 -4.01 -1.15 0.25
C 0.115935 -1.098990 -0.157809 -2.02 -4.43 0.36
N -0.802315 -0.232138 -0.002665 1.70 2.91 -2.04
O 5.501584 0.188134 0.154820 -2.56 -2.52 0.53
O -0.986716 2.816622 -0.022748 -0.29 0.65 0.42
H 2.025503 -2.799220 0.290323 0.91 2.31 -0.31
H 1.174350 1.451698 -0.719381 0.70 -0.96 0.82
H 4.661255 -1.880807 0.398004 0.22 -1.67 0.19
H 3.432695 1.973215 -0.473068 0.98 2.19 -0.47
H -1.134609 4.748260 -0.721283 -0.37 -0.91 0.41
H -0.888973 4.614657 1.142671 -0.60 -1.67 -1.29
H -2.310547 -2.052788 -1.290687 0.53 -1.00 -0.94
H -3.979728 -1.315986 -0.925096 0.28 -0.09 -0.15
H -3.458297 -1.417079 1.602600 0.34 -0.52 -0.39
H -1.981943 -2.464077 1.176396 0.37 0.26 0.32
H -2.583477 0.643133 0.279961 -0.03 -1.87 0.15
H -0.251338 -2.447270 -0.204746 1.41 4.70 0.35
H -0.524582 0.801162 -0.241800 -0.57 -2.21 1.12
H 5.795985 0.997230 -0.163788 0.68 2.54 -0.91
```
Positions in Å, forces in eV/Å.

Values from the calculation:
E_tot   -17208.5604 eV
Net charge   +1
LUMO   -4.20 eV
Max |F|   4.9 eV Å⁻¹
HOMO-LUMO gap   8.01 eV
2S+1   1